ORCA calculation (ωB97M-V/def2-TZVPD) on a cluster of 2 separate species, C3H10N3 in total.

Each line ends with the Mulliken charge.
Geometry (Å):
C 2.369 -0.327 1.096  -0.9052
C 1.618 1.665 0.210  -0.2377
N 1.368 0.454 0.408  -0.2827
H 1.946 -0.744 2.081  0.2808
H 3.321 0.184 1.291  0.3185
H 2.525 -1.235 0.543  0.3060
H 0.772 2.353 0.018  0.1882
H 2.633 2.052 0.384  0.2464
N -0.964 -0.660 -0.343  -0.3042
C -2.100 -0.118 -0.677  0.2737
N -3.121 -0.771 -1.187  -0.3168
H -0.876 -1.641 -0.629  0.2141
H -0.014 -0.134 -0.036  0.4628
H -2.305 0.938 -0.439  0.2802
H -4.031 -0.300 -1.228  0.2569
H -3.141 -1.716 -1.493  0.2190

Values from the calculation:
HOMO   -14.3 eV
Strongest force on any atom   1.90 eV/Å
Charge   +1
Orbital gap   11.369 eV